<one>
13
Properties=species:S:1:pos:R:3:lowdin_charge:R:1 method="wB97M-V/def2-TZVPD" smiles=CCNON total_charge=0 e_homo_ev=-8.884
C -1.4251 -0.6555 -0.4281 -0.131
C -0.8841 0.5579 0.1610 -0.163
N 2.1977 -0.1699 -0.5443 -0.021
N 0.6944 0.6076 1.0788 0.013
O 1.6192 -0.4448 0.6592 -0.277
H -0.6537 -1.0571 -1.1500 0.083
H -1.4743 -1.5610 0.3432 0.127
H -2.3541 -0.5337 -0.8029 0.027
H -0.7802 1.3318 -0.4885 0.040
H -1.3962 1.0702 1.0213 0.104
H 2.4316 0.8347 -0.5126 0.085
H 1.5613 -0.3230 -1.3373 0.067
H 0.4637 0.3429 2.0004 0.046

---

<two>
13
Properties=species:S:1:pos:R:3:lowdin_charge:R:1 method="wB97M-V/def2-TZVPD" total_charge=0 e_homo_ev=-8.648
C -0.2021 -0.3326 1.7343 -0.168
N 1.8188 0.1147 -0.4223 0.071
C 0.4743 0.6298 -0.3743 -0.293
N -0.4469 0.4099 0.4946 -0.071
H -1.1860 -0.8984 1.9004 0.084
H -0.0281 0.3246 2.5880 0.062
H 0.5896 -1.1077 1.8550 0.057
H 1.9656 -0.7542 0.0299 0.046
H 2.4940 0.2727 -1.1800 0.086
H 0.0929 1.3283 -1.2251 0.125
H -2.0847 0.7229 -1.5702 0.073
H -2.0087 -0.7180 -1.9593 -0.012
O -1.4787 0.0081 -1.8711 -0.059

---

Stability, descending: <two>, <one>

---

<one>
13
Properties=species:S:1:pos:R:3:lowdin_charge:R:1 method="wB97M-V/def2-TZVPD" smiles="[H]/N=C/N.CO" total_charge=0 e_homo_ev=-8.608
C 0.3622 3.5436 -3.0259 -0.030
O 0.4287 2.0298 -3.5876 -0.182
H 1.3609 3.8418 -2.7679 0.052
H -0.4079 3.3274 -2.2765 0.077
H 0.1530 4.0991 -3.9670 0.075
N -1.2980 -1.9564 3.4072 0.066
C -0.2745 -2.3011 2.7711 -0.366
N -0.2699 -3.5851 2.3425 0.085
H 1.3178 2.0471 -3.8954 0.009
H -1.6850 -1.0979 3.2645 -0.002
H 0.5131 -1.6382 2.8721 0.092
H 0.3609 -4.1723 1.8236 0.092
H -0.5613 -4.1376 3.0394 0.033

---

<two>
13
Properties=species:S:1:pos:R:3:lowdin_charge:R:1 method="wB97M-V/def2-TZVPD" smiles="N/C=C/N.O" total_charge=0 e_homo_ev=-9.561
C -0.6463 -0.8538 0.4275 -0.193
C 0.6040 -0.8064 0.6758 -0.253
N 1.1664 0.2972 1.3884 0.009
N -1.2130 -2.0820 -0.3011 -0.015
H -1.4914 -0.1982 0.7070 0.115
H 1.4004 -1.3632 0.0434 0.140
H 0.7436 0.3058 2.2685 0.040
H 0.9017 1.1301 0.8800 0.059
H -1.9533 -1.6507 -0.8672 0.051
H -1.6511 -2.6756 0.3993 0.050
H 0.6001 1.9001 -1.6376 0.030
H 1.1762 3.1760 -2.1557 0.020
O 0.3629 2.8208 -1.8280 -0.053

---

<three>
13
Properties=species:S:1:pos:R:3:lowdin_charge:R:1 method="wB97M-V/def2-TZVPD" smiles="C=O.NCN" total_charge=0 e_homo_ev=-9.720
O -3.1992 2.2763 -1.7532 -0.027
C -2.8482 1.1469 -1.4787 -0.146
H -3.3800 0.7071 -0.5963 0.084
H -2.7874 0.4129 -2.3090 0.078
N 2.5553 -0.6371 0.6786 -0.025
C 1.1344 -0.3551 1.1084 -0.371
N 0.1611 -0.8089 0.1416 -0.007
H 2.7728 0.0450 -0.0494 0.049
H 3.0742 -0.2858 1.4837 0.050
H 0.9610 0.6871 1.3882 0.098
H 1.0712 -0.9305 2.0315 0.100
H 0.0595 -1.8077 0.1190 0.060
H 0.4252 -0.4502 -0.7643 0.057

---

Stability, descending: <two>, <three>, <one>

---

<one>
6
Properties=species:S:1:pos:R:3:lowdin_charge:R:1 method="wB97M-V/def2-TZVPD" smiles=NSO total_charge=0 e_homo_ev=-8.035
N 0.5248 -0.4097 -0.2822 -0.341
O -1.8122 0.6941 -0.0102 -0.511
S -1.1237 -0.7342 0.0499 0.756
H 0.7519 -0.9704 -1.1082 0.011
H 0.6336 0.5864 -0.4253 0.021
H -2.2183 0.9672 -0.8693 0.065

---

<two>
6
Properties=species:S:1:pos:R:3:lowdin_charge:R:1 method="wB97M-V/def2-TZVPD" smiles=NOS total_charge=0 e_homo_ev=-9.231
N 0.1837 -0.7587 -0.6609 -0.087
O -1.0144 -0.7217 0.0123 -0.678
S -0.9589 0.0150 1.4786 0.761
H 0.8638 -0.0240 -0.2667 0.079
H -0.0398 -0.3520 -1.5373 0.054
H -0.8957 -0.9129 2.5063 -0.129

---

Stability, descending: <one>, <two>

---

<one>
21
Properties=species:S:1:pos:R:3:lowdin_charge:R:1 method="wB97M-V/def2-TZVPD" total_charge=+1 e_homo_ev="-10.686 / -10.692"
C 1.4891 0.4695 1.3188 -0.116
C 0.3911 1.1583 0.5598 -0.109
C 0.1083 -1.1257 0.1263 -0.125
C 0.5285 0.2985 -1.8230 0.039
C -1.6548 0.5972 -0.6889 0.035
N -1.9559 -1.8882 1.0963 0.062
N 1.1928 -0.9259 0.9840 -0.001
N -0.1805 0.2395 -0.4760 -0.271
O -1.7495 -2.9407 1.5391 0.001
H 2.5258 0.6327 0.8977 0.147
H 1.5154 0.5129 2.3622 0.114
H -0.3681 1.3546 1.2756 0.112
H 0.6643 2.2181 0.2087 0.177
H -0.0294 -2.1377 -0.5075 0.178
H 0.0084 0.1555 -2.6818 0.070
H 0.7272 1.4000 -1.9682 0.132
H 1.3774 -0.3192 -1.7693 0.095
H -2.2423 -0.2023 -1.0725 0.090
H -1.9918 0.7937 0.3823 0.122
H -1.6229 1.4451 -1.3504 0.104
H 1.2667 -1.7358 1.5869 0.143

---

<two>
21
Properties=species:S:1:pos:R:3:lowdin_charge:R:1 method="wB97M-V/def2-TZVPD" total_charge=+1 e_homo_ev=-12.587
C 0.2316 0.6239 0.5984 -0.332
C 1.4206 0.9579 1.0965 0.112
C -0.3775 -0.7600 0.6389 -0.251
C -1.6286 0.2907 -1.2122 -0.200
C 0.5837 -1.8862 0.9561 -0.029
N -0.6402 1.5281 0.0032 -0.022
N -0.1354 2.4172 -0.8866 0.029
N -0.9662 -0.9535 -0.7464 0.138
O -1.2437 0.7440 -2.3789 0.025
H 1.7707 1.9739 1.0695 0.074
H 2.0404 0.2589 1.6202 0.069
H -1.2199 -0.7531 1.3368 0.170
H -2.6654 0.3710 -0.9092 0.157
H 0.1077 -2.8550 0.8211 0.093
H 0.8957 -1.8215 1.9943 0.102
H 1.4714 -1.8347 0.3287 0.099
H 0.8773 2.4301 -1.0032 0.128
H -0.5529 3.3381 -0.7997 0.139
H -0.2072 -1.1719 -1.4096 0.198
H -1.6150 -1.7495 -0.7414 0.194
H -0.7184 1.6164 -2.2147 0.107

---

Stability, descending: <two>, <one>

---

<one>
18
Properties=species:S:1:pos:R:3:lowdin_charge:R:1 method="wB97M-V/def2-TZVPD" smiles=CC(C)(C)O.O total_charge=0 e_homo_ev=-10.457
C -0.1478 1.3282 -0.0070 -0.049
C 0.6555 0.0691 -0.0088 -0.696
C 1.4289 -0.0621 1.2522 -0.059
C 1.6369 -0.0621 -1.1901 -0.022
H -2.2292 -0.4809 -0.3892 -0.043
H -3.1280 0.1119 0.8587 0.081
H -0.8912 1.5185 0.7644 0.079
H -0.7880 1.4278 -0.9122 0.098
H 0.5448 2.1990 0.0462 0.103
H 2.3180 0.5680 1.2645 0.092
H 1.7630 -1.1454 1.2786 0.100
H 0.8899 0.0605 2.1986 0.095
H 1.1173 -0.1981 -2.1440 0.093
H 2.2682 -0.9842 -1.0375 0.107
H 2.1725 0.8119 -1.2175 0.048
H 0.3900 -1.8529 0.2291 0.115
O -3.0364 -0.1215 -0.1171 -0.069
O -0.1972 -1.0878 -0.0351 -0.071

---

<two>
18
Properties=species:S:1:pos:R:3:lowdin_charge:R:1 method="wB97M-V/def2-TZVPD" smiles=CCO.CCO total_charge=0 e_homo_ev=-9.706
C 1.6873 -0.8724 -0.9225 -0.312
C 1.2584 -1.9166 0.1230 -0.081
O 0.8156 -0.8501 -2.0411 -0.100
H 1.7066 0.1194 -0.4642 0.095
H 2.6572 -1.1762 -1.3216 0.106
H 0.4471 -2.4983 -0.3037 0.069
H 0.0437 -0.3023 -1.8336 0.040
H 0.8000 -1.4024 0.9744 0.053
H 2.0546 -2.5946 0.4322 0.066
C -1.6520 1.5412 0.2401 -0.295
C -0.7581 1.3857 1.4574 -0.075
O -1.2829 0.5856 -0.7378 -0.091
H -2.6938 1.3923 0.5206 0.112
H -1.5596 2.5581 -0.1538 0.111
H -1.0651 0.5228 2.0322 0.072
H -2.0077 0.1201 -1.1651 0.101
H -0.6903 2.2851 2.0456 0.071
H 0.2391 1.1026 1.1179 0.059

---

<three>
18
Properties=species:S:1:pos:R:3:lowdin_charge:R:1 method="wB97M-V/def2-TZVPD" smiles="C=C(C)C.O.O" total_charge=0 e_homo_ev=-9.274
C -0.9804 0.1367 1.7945 -0.080
C -0.5034 -0.7428 0.6968 -0.416
C -0.5276 -2.0772 0.8052 0.023
C 0.2040 -0.1679 -0.5437 -0.062
H -1.2588 -0.5627 2.5802 0.070
H -1.8077 0.7972 1.5319 0.081
H -0.2323 0.8266 2.2006 0.080
H -0.2850 -2.7389 -0.0115 0.053
H -0.8912 -2.5199 1.7257 0.054
H 0.2676 -0.9535 -1.2821 0.062
H 1.1053 0.3335 -0.2084 0.068
H -0.5058 0.5477 -0.9741 0.070
H 4.9631 0.4927 0.7472 0.043
H 3.8312 1.3516 1.1388 0.025
O 4.5545 0.8625 1.5530 -0.070
H -2.5902 2.1805 -4.2216 0.041
H -2.3486 0.7777 -3.8111 0.008
O -2.9949 1.4563 -3.7214 -0.051

---

<four>
18
Properties=species:S:1:pos:R:3:lowdin_charge:R:1 method="wB97M-V/def2-TZVPD" smiles=CCO.CCO total_charge=0 e_homo_ev=-10.275
C 1.6607 0.5202 0.6557 -0.313
O 2.9026 -0.1702 0.5469 -0.067
C 1.6500 1.8889 -0.0196 -0.078
H 1.4555 0.5482 1.7249 0.114
H 0.8932 -0.1025 0.1829 0.079
H 3.1451 -0.2612 -0.3487 0.052
H 2.3045 2.5514 0.5450 0.075
H 0.6176 2.2329 -0.0335 0.067
H 1.9797 1.8104 -1.0503 0.071
C -2.0939 -1.0003 0.2560 -0.316
O -2.0246 -2.4323 0.2928 -0.083
C -1.5736 -0.4786 -1.0481 -0.109
H -1.5254 -0.5927 1.0907 0.106
H -3.1607 -0.7806 0.2884 0.109
H -1.8658 -2.7398 1.1839 0.073
H -0.5913 -0.8363 -1.3624 0.069
H -1.5740 0.6117 -1.0064 0.074
H -2.1996 -0.7691 -1.8982 0.077

---

Stability, descending: <one>, <two>, <four>, <three>

---

<one>
18
Properties=species:S:1:pos:R:3:lowdin_charge:R:1 method="wB97M-V/def2-TZVPD" smiles=CCO.CCO total_charge=0 e_homo_ev=-10.260
C 0.1852 -0.5457 -1.7021 -0.308
C 1.3092 0.4813 -1.8145 -0.074
O 0.0922 -1.2540 -2.9499 -0.082
H 0.3214 -1.2314 -0.8755 0.095
H -0.7636 -0.0102 -1.6004 0.104
H 1.6762 0.6608 -0.8022 0.050
H -0.2204 -2.1308 -2.7489 0.067
H 0.9982 1.4349 -2.2279 0.072
H 2.1355 0.1315 -2.4324 0.077
C -1.0053 0.0538 1.4956 -0.308
C 0.2268 0.7599 2.0305 -0.078
O -1.9507 -0.0893 2.5802 -0.087
H -1.4888 0.7653 0.8147 0.107
H -0.9239 -0.8866 0.9638 0.092
H 0.9068 1.0452 1.2308 0.051
H -2.1404 -1.0201 2.6831 0.069
H 0.7847 0.2032 2.7829 0.074
H -0.1429 1.6325 2.5721 0.080

---

<two>
18
Properties=species:S:1:pos:R:3:lowdin_charge:R:1 method="wB97M-V/def2-TZVPD" smiles=CCO.CCO total_charge=0 e_homo_ev=-10.347
C 2.1983 1.7315 1.7751 -0.268
O 3.3392 2.4877 1.1742 -0.102
C 2.5458 1.5560 3.2427 -0.101
H 2.2261 0.7485 1.2912 0.106
H 1.2198 2.2091 1.6471 0.108
H 3.3391 1.9829 0.3682 0.049
H 3.6165 1.4857 3.3629 0.068
H 2.1682 0.5897 3.5820 0.070
H 2.1986 2.3577 3.8941 0.071
C -3.2594 -1.7174 -2.1054 -0.289
O -2.4708 -1.6820 -0.8634 -0.099
C -2.3237 -2.2447 -3.2010 -0.099
H -3.6363 -0.7705 -2.4740 0.100
H -4.0403 -2.4658 -1.9150 0.109
H -3.1771 -1.9935 -0.2860 0.066
H -2.1242 -3.3088 -3.1253 0.066
H -1.3872 -1.6886 -3.1590 0.075
H -2.8801 -2.1221 -4.1358 0.071

---

Stability, descending: <one>, <two>